Entry 1:
Computed, not measured: a molecular structure, C21H48CoF6N10Sb in a non-equilibrium geometry, with ωB97M-V/def2-TZVPD.

Output
charge: +3
2S+1: 6
Kohn-Sham gap (spin up / spin down): 9.7 / 5.4 eV
LUMO level (spin up / spin down): -7.69 / -12.03 eV
expectation value of S²: 8.821

Structure (XYZ):
```
87
Properties=species:S:1:pos:R:3:forces:R:3
Co -0.10249 -0.20541 0.43654 -0.57 -0.81 0.76
C -1.97146 3.06346 -1.92052 0.28 1.06 -0.95
N -2.31661 2.35074 -0.72168 -0.17 -1.56 -1.13
C -2.21814 3.14718 0.45211 0.78 0.45 1.09
C -2.50584 1.01639 -0.75551 -0.16 -1.19 -0.10
N -1.96711 0.24008 0.23168 -0.75 0.40 -0.25
C -2.88937 -0.68704 0.92688 -0.99 0.37 -0.90
C -2.22413 -1.43332 2.05225 0.73 -1.25 1.05
N -0.74578 -1.64487 1.97324 -0.30 0.47 -1.96
C -0.06747 -1.20142 3.16545 0.58 -0.32 2.30
C -0.03995 0.34383 3.35885 0.49 -0.07 -0.64
N 0.36509 1.06863 2.08400 0.72 0.40 1.83
C 1.20064 2.10993 2.24680 0.91 1.28 -1.09
N 1.59828 2.86653 1.14549 -1.02 -1.50 1.02
C 2.06643 4.24837 1.21745 -1.06 0.46 -0.03
C 1.58681 2.33319 -0.20303 -0.64 -0.69 -0.47
N 1.73312 2.49326 3.47710 -0.62 -0.11 -0.60
C 3.14710 2.73859 3.70689 1.67 -1.60 -0.34
C 0.86786 3.07438 4.49146 -1.20 -0.12 1.15
C -0.28223 -2.96599 1.45825 -0.25 -0.31 0.82
C -0.41663 -3.24702 -0.07614 -0.64 -0.37 1.26
N -0.24625 -2.07945 -0.94540 0.87 -0.75 -0.04
C 0.30623 -2.27272 -2.13182 0.57 0.11 -0.81
N 0.74773 -3.55078 -2.55768 0.09 0.65 0.06
C 2.07372 -3.75267 -3.12515 1.16 -0.97 -1.69
C -0.14463 -4.68984 -2.50108 -1.83 -0.01 0.82
N 0.53937 -1.25903 -3.01725 -0.11 -2.39 0.16
C 0.75558 0.08959 -2.60768 -0.20 0.59 -0.14
C 0.45669 -1.54936 -4.45475 1.80 0.99 -0.10
N -3.19189 0.46884 -1.81878 0.11 0.59 1.85
C -4.32372 1.13927 -2.43641 -1.53 0.24 -0.46
C -3.08225 -0.91105 -2.26817 1.24 -0.27 0.16
H -2.74580 3.79355 -2.21772 0.35 -0.21 0.17
H -1.03544 3.61471 -1.67522 -0.56 -0.14 -0.46
H -1.78584 2.41079 -2.78701 -0.10 0.08 0.51
H -1.16689 3.38689 0.72962 -0.43 -0.18 -0.23
H -2.71776 4.08354 0.24838 -0.14 0.33 0.03
H -2.69935 2.70158 1.30742 -0.15 -0.33 0.16
H -3.71884 -0.05764 1.36767 0.65 -0.87 -0.48
H -3.35103 -1.44530 0.26418 0.09 0.54 -0.01
H -2.36859 -0.88032 2.97481 -0.25 -0.15 0.16
H -2.65714 -2.45291 2.16747 -0.14 0.81 0.09
H -0.50363 -1.63199 4.16583 0.50 0.65 -1.78
H 0.97858 -1.57186 3.14706 -0.55 0.33 -0.12
H -1.02383 0.75543 3.65365 0.36 -0.23 -0.19
H 0.70762 0.54059 4.14685 -0.60 -0.06 -0.28
H 2.17495 4.51493 2.27449 -0.11 0.36 -0.61
H 3.02051 4.32972 0.69852 0.07 0.09 0.08
H 1.28866 4.89292 0.66477 1.19 -0.76 0.97
H 2.59172 2.02892 -0.47594 0.23 -0.10 -0.16
H 0.93004 1.43229 -0.28777 0.63 1.06 0.20
H 1.20784 3.06962 -0.93893 0.23 -0.18 0.60
H 3.79404 2.27301 2.92232 -0.83 0.37 0.46
H 3.39501 3.77943 3.76348 -0.06 0.77 0.13
H 3.49376 2.26335 4.66525 -0.74 0.40 -0.69
H -0.22398 2.89056 4.31212 1.06 -0.06 -0.04
H 1.12783 2.65570 5.51092 -0.18 0.64 -1.11
H 0.97229 4.18417 4.48102 0.20 -0.66 0.17
H 0.79755 -3.04936 1.73160 -0.90 0.06 -0.24
H -0.84616 -3.80087 1.97786 0.69 0.80 -0.45
H 0.40703 -3.95874 -0.19523 -0.37 -0.07 -0.39
H -1.40133 -3.78668 -0.29485 1.16 0.98 0.34
H 2.80354 -2.96796 -2.91579 -0.57 0.31 0.21
H 2.52786 -4.68330 -2.71001 -0.66 0.47 -0.12
H 2.11580 -3.92147 -4.28984 -0.61 0.35 2.00
H -1.13046 -4.36548 -2.06209 0.99 -0.31 -1.01
H -0.31305 -5.13362 -3.48568 0.21 0.20 -0.09
H 0.16862 -5.49579 -1.82691 0.59 0.18 -0.17
H 0.78883 0.01394 -1.50210 0.15 0.73 -1.01
H 1.71660 0.49284 -3.01479 -0.69 -0.36 0.45
H -0.10117 0.67682 -3.03023 0.71 0.00 0.79
H 1.48105 -1.58251 -4.93562 -1.02 0.36 0.48
H 0.05341 -2.51770 -4.61693 -0.75 -0.67 -0.14
H -0.14698 -0.74886 -4.88927 0.09 -0.28 -0.26
H -4.79749 1.94880 -1.83063 0.53 -0.88 -0.04
H -4.03439 1.62820 -3.36099 0.01 -0.11 -0.37
H -5.10091 0.33938 -2.67452 0.91 1.26 0.34
H -2.24757 -1.43726 -1.77451 -0.40 0.45 -0.14
H -3.97721 -1.51739 -2.16288 -0.32 0.27 0.31
H -2.86412 -0.85598 -3.32956 0.04 -0.19 -0.32
F 1.75145 -0.92708 0.74103 0.68 0.00 -0.24
Sb 3.80986 -1.21239 0.74619 0.01 1.03 -0.61
F 3.67601 -0.25861 -0.95290 -0.02 -0.73 1.25
F 3.47286 -2.86337 -0.17225 -0.10 0.97 0.27
F 5.65220 -1.38789 0.84666 -0.40 0.02 -0.26
F 3.45649 -2.06356 2.37124 -0.19 0.15 -0.05
F 3.88825 0.53196 1.64638 -0.48 -1.26 -0.80
```
Forces are in eV/Å.

Entry 2:
Computed, not measured: a molecular structure, C21H49AlBBrFI2N2O6 in a non-equilibrium geometry, with ωB97M-V/def2-TZVPD.

Output
charge: -1
Kohn-Sham gap: 7.4 eV
LUMO level: 2.18 eV

Structure (XYZ):
```
84
Properties=species:S:1:pos:R:3:forces:R:3
C 1.73700 -4.63704 -1.29263 -0.84 -0.64 0.57
C 0.41057 -5.23791 -2.05334 0.11 0.32 -2.04
C -0.85027 -4.14218 -2.14032 2.87 -0.28 0.07
Br -2.14360 -4.89491 -3.46640 0.46 0.27 0.29
Al -1.63924 -3.84438 -0.25103 0.81 0.02 -0.49
B -3.71434 -3.91600 -0.19889 -2.37 0.05 -0.29
O -4.31319 -3.95046 1.18249 0.57 -1.74 -2.06
O -4.59658 -3.90019 -1.38200 -0.24 -0.31 3.78
C -6.02134 -3.96752 -1.02260 -1.09 0.26 -1.47
C -0.96922 -5.40829 0.90764 0.14 -2.01 -0.34
C -1.79885 -6.76026 0.37769 -0.22 1.08 0.83
F -1.27823 -5.29190 2.35133 0.49 -0.27 -1.42
C -1.00824 -1.98892 0.35968 0.71 0.22 1.81
I -1.45936 -0.60680 -1.33416 0.02 -0.61 0.30
C -1.80952 -1.36947 1.64863 -0.14 2.59 -2.42
C -1.56986 0.28582 1.67660 -0.23 -0.18 2.58
I -1.05806 -2.08560 3.60379 -0.43 0.01 -1.10
H 2.62166 -4.43059 -2.05824 -1.97 -0.34 1.83
H 1.39858 -3.67073 -0.71818 0.96 -1.68 -1.15
H 2.04170 -5.43620 -0.46722 -0.26 1.82 -1.78
H 0.73703 -5.41903 -3.18719 -0.68 0.13 2.34
H 0.04491 -6.27975 -1.65988 0.75 2.11 -0.50
H -0.38032 -3.17626 -2.62115 -1.05 -1.91 0.71
H -4.03177 -4.84772 1.53423 -0.19 1.74 -0.26
H -6.30565 -4.81383 -0.26613 0.76 1.85 -1.18
H -6.34505 -2.88922 -0.69031 0.32 -2.28 -0.30
H -6.60408 -4.22076 -2.03282 1.24 0.60 2.11
H 0.17195 -5.64653 0.80264 -1.97 0.38 0.57
H -1.19551 -7.75279 0.52959 -1.23 1.81 -0.49
H -2.78012 -6.79608 1.04254 1.96 -0.09 -1.39
H -2.13514 -6.55244 -0.72391 0.70 -0.78 1.89
H 0.16276 -1.91487 0.51301 -2.35 0.23 -0.18
H -2.97933 -1.50577 1.51934 2.55 -0.27 0.64
H -2.43866 0.88175 1.16634 1.90 -1.25 0.64
H -0.49073 0.59306 1.32227 -2.29 -0.68 0.44
H -1.61393 0.56683 2.83595 0.04 -0.41 -2.77
C 1.60323 6.49773 4.38028 0.11 -0.30 0.18
O 1.22469 5.87174 5.59820 -0.22 0.50 -0.23
C 0.05312 6.45247 6.18539 -0.16 -0.64 0.36
C -1.11324 5.45266 6.14879 0.38 0.33 -0.59
N -1.59548 5.25409 4.77799 0.06 -0.05 0.28
C -2.53868 4.13764 4.64570 0.29 -0.08 -0.26
C -1.99564 2.72223 4.92518 -0.33 -0.03 -0.43
O -1.02796 2.27741 3.97250 0.02 0.56 0.88
C 0.30914 2.66756 4.26173 -0.17 -0.29 -0.28
H 2.56747 6.08541 4.07097 -0.14 -0.01 0.13
H 0.87306 6.28914 3.59360 -0.01 0.18 -0.10
H 1.71469 7.57799 4.51308 -0.05 0.01 -0.08
H -0.21902 7.40499 5.71504 0.04 -0.19 -0.14
H 0.29849 6.66116 7.23266 -0.04 0.00 -0.05
H -1.93298 5.83178 6.76837 0.01 -0.02 -0.06
H -0.75954 4.51183 6.58102 0.08 0.03 0.26
H -0.79964 5.07290 4.16943 -0.22 0.04 0.20
H -2.90388 4.15992 3.61222 0.01 -0.12 0.14
H -3.40821 4.32529 5.28871 0.15 -0.02 0.03
H -2.84040 2.02974 4.83362 0.09 0.03 -0.06
H -1.62356 2.60517 5.94885 0.17 0.10 -0.04
H 0.49706 2.74593 5.33783 -0.06 0.09 -0.08
H 0.53937 3.60967 3.76361 0.18 0.16 0.14
H 0.97992 1.90897 3.85154 -0.14 -0.04 0.01
C 4.34786 3.25440 -3.69253 -0.39 -0.02 0.04
O 3.23821 3.11752 -4.56913 0.61 0.03 -0.15
C 3.62260 2.80209 -5.91351 -0.67 -0.33 -0.12
C 3.16524 1.38146 -6.27952 0.48 0.23 0.55
N 3.94568 0.37266 -5.55542 -0.17 0.13 -0.15
C 3.40088 -0.98477 -5.67461 -0.01 0.08 0.39
C 2.01700 -1.24404 -5.04688 0.29 -0.46 0.18
O 2.00390 -1.15029 -3.62108 -0.11 0.30 -0.65
C 1.80219 0.16456 -3.11689 0.04 -0.34 0.30
H 3.97848 3.61888 -2.73017 -0.05 -0.06 -0.17
H 4.83476 2.28907 -3.52943 0.20 0.05 0.00
H 5.06919 3.97811 -4.08360 0.07 -0.06 0.01
H 4.69856 2.93336 -6.07984 -0.06 -0.13 0.19
H 3.10028 3.51299 -6.56339 0.04 -0.05 0.01
H 3.28941 1.22883 -7.35695 0.01 -0.03 0.05
H 2.10081 1.30164 -6.03928 -0.14 0.17 -0.14
H 3.97248 0.61987 -4.56815 -0.06 -0.06 -0.28
H 4.12144 -1.65281 -5.18833 -0.17 0.00 -0.04
H 3.37670 -1.26918 -6.73445 -0.07 0.11 0.07
H 1.74861 -2.28157 -5.27724 0.03 0.07 0.07
H 1.22797 -0.62647 -5.48969 0.06 0.16 0.10
H 1.17704 0.77346 -3.77861 0.10 -0.04 0.00
H 2.76310 0.65008 -2.94482 0.07 0.29 -0.08
H 1.29961 0.08357 -2.15020 0.03 -0.07 -0.19
```
Forces are in eV/Å.

What is the formula in the second record?
C21H49AlBBrFI2N2O6